9
Properties=species:S:1:pos:R:3:lowdin_charge:R:1 method="wB97M-V/def2-TZVPD" smiles="O=[PH3].O=PO" mol_weight_da=113.977 max_force_ha_per_bohr=0.07190 lumo_energy_ev=-0.083
O 0.01 0.13 -1.87 -0.498
P 1.15 0.58 -1.12 0.582
H 1.99 1.48 -1.85 -0.015
H 1.93 -0.44 -0.72 -0.036
H 1.04 1.21 0.03 -0.059
O -0.03 -0.70 0.75 -0.532
P -1.27 -1.40 0.65 0.839
O -2.36 -0.83 1.78 -0.358
H -2.46 -0.03 2.36 0.078

54
Properties=species:S:1:pos:R:3:lowdin_charge:R:1 method="wB97M-V/def2-TZVPD" spin_multiplicity=6 mol_weight_da=571.544 max_force_ha_per_bohr=0.00980 lumo_energy_ev="0.209 / 0.171"
Mn -0.05 -0.61 -0.24 0.246
S -0.76 -2.56 1.05 0.557
C -1.57 -1.83 2.43 -0.676
C -2.64 -2.52 3.01 -0.123
C -3.33 -2.01 4.10 -0.089
C -2.96 -0.79 4.65 -0.096
C -1.89 -0.10 4.11 -0.111
C -1.21 -0.61 3.01 -0.537
S 0.18 0.28 2.34 0.946
C -0.55 1.89 1.94 -0.385
C 0.25 2.53 0.83 -0.323
C 0.48 3.90 0.82 -0.007
C 1.14 4.45 -0.27 -0.036
C 1.55 3.63 -1.30 -0.007
C 1.30 2.27 -1.20 -0.332
C 1.70 1.32 -2.30 -0.364
S 0.34 0.22 -2.76 0.910
C -0.97 1.42 -2.90 -0.535
C -0.88 2.34 -3.94 -0.121
C -1.83 3.34 -4.09 -0.098
C -2.88 3.40 -3.17 -0.090
C -2.98 2.48 -2.16 -0.125
C -2.03 1.45 -1.98 -0.683
S -2.29 0.28 -0.70 0.599
N 0.67 1.73 -0.15 0.070
H -2.94 -3.47 2.58 0.096
H -4.16 -2.57 4.51 0.102
H -3.49 -0.39 5.51 0.099
H -1.57 0.84 4.55 0.103
H -0.58 2.56 2.81 0.082
H -1.56 1.72 1.58 0.063
H 0.13 4.51 1.63 0.117
H 1.32 5.52 -0.31 0.113
H 2.05 4.02 -2.18 0.117
H 2.51 0.66 -1.96 0.072
H 2.06 1.88 -3.16 0.082
H -0.06 2.26 -4.65 0.104
H -1.76 4.05 -4.90 0.098
H -3.63 4.17 -3.27 0.102
H -3.81 2.52 -1.46 0.095
C 4.64 -0.55 0.34 -0.068
C 3.24 -0.19 0.79 -0.301
O 2.25 -0.90 0.04 -0.219
H 5.38 0.03 0.89 0.081
H 4.77 -0.37 -0.72 0.077
H 4.85 -1.61 0.53 0.076
H 3.04 0.87 0.63 0.103
H 3.10 -0.39 1.86 0.105
H 2.39 -1.85 0.17 0.018
Cl 2.62 -4.45 -0.17 0.540
C 1.07 -4.46 -1.02 -0.974
Cl 0.85 -3.00 -2.01 0.545
H 0.28 -4.48 -0.28 -0.047
H 1.05 -5.31 -1.69 0.029

15
Properties=species:S:1:pos:R:3:lowdin_charge:R:1 method="wB97M-V/def2-TZVPD" mol_weight_da=121.110 total_charge=+1 max_force_ha_per_bohr=0.10155 lumo_energy_ev=-5.176
C -0.70 -0.59 -0.36 -0.202
C 2.04 1.12 0.77 0.020
C 1.21 0.72 -0.34 0.087
C 2.42 -0.10 -0.12 -0.514
N -0.68 -1.83 -0.05 0.170
N -1.79 0.11 -0.57 0.130
F 2.36 -1.38 0.38 0.095
F 3.55 -0.09 -0.74 0.189
H 2.50 2.04 0.89 0.106
H 1.82 0.72 1.83 0.174
H 0.86 1.35 -1.16 0.125
H 0.15 -2.27 0.32 0.118
H -1.50 -2.44 -0.33 0.182
H -1.86 1.13 -0.79 0.140
H -2.77 -0.31 -0.37 0.181

94
Properties=species:S:1:pos:R:3:lowdin_charge:R:1 method="wB97M-V/def2-TZVPD" smiles="O=C1OCCO1.O=C1OCCO1.O=C1OCCO1.O=C1OCCO1.O=C1OCCO1.O=C1OCCO1.O=C1OCCO1.CCCC#N.CCCC#N" mol_weight_da=754.648 max_force_ha_per_bohr=0.08856 lumo_energy_ev=0.424
O -1.97 -2.82 1.48 0.164
C -2.29 -3.94 1.29 -0.607
O -2.73 -4.43 0.14 0.029
C -3.18 -5.74 0.28 -0.137
C -2.62 -6.17 1.62 -0.119
O -2.36 -4.89 2.22 0.076
H -4.27 -5.70 0.40 0.136
H -2.79 -6.36 -0.54 0.130
H -1.74 -6.82 1.67 0.116
H -3.37 -6.67 2.26 0.132
O 1.33 -3.79 1.72 0.137
C 2.08 -3.22 2.47 -0.555
O 3.13 -2.49 2.04 0.023
C 3.75 -1.82 3.12 -0.108
C 2.98 -2.39 4.37 -0.132
O 2.01 -3.25 3.82 0.068
H 4.81 -2.10 3.16 0.122
H 3.55 -0.71 2.89 0.122
H 2.47 -1.54 4.81 0.068
H 3.58 -2.90 5.10 0.123
O 0.25 4.77 -5.16 0.171
C 0.06 3.63 -4.91 -0.605
O -0.60 2.77 -5.71 0.065
C -0.46 1.44 -5.24 -0.127
C -0.07 1.67 -3.82 -0.110
O 0.40 3.04 -3.78 0.056
H -1.43 0.89 -5.26 0.132
H 0.31 0.85 -5.86 0.159
H 0.85 1.08 -3.45 0.155
H -0.84 1.55 -3.05 0.120
O 1.39 5.19 1.58 0.125
C 2.36 4.49 1.42 -0.630
O 2.32 3.19 1.67 0.032
C 3.63 2.54 1.48 -0.076
C 4.45 3.72 0.98 -0.063
O 3.54 4.87 1.03 0.110
H 3.99 2.08 2.39 0.116
H 3.45 1.74 0.74 0.125
H 4.81 3.51 0.00 0.122
H 5.28 3.84 1.69 0.133
O 2.25 3.18 -1.09 0.155
C 1.41 4.02 -1.20 -0.612
O 0.17 3.92 -0.72 0.048
C -0.47 5.23 -0.72 -0.070
C 0.51 6.05 -1.61 -0.100
O 1.66 5.24 -1.68 0.077
H -1.46 5.18 -1.24 0.142
H -0.54 5.58 0.28 0.093
H 0.82 7.03 -1.22 0.144
H -0.02 6.09 -2.57 0.123
O -4.35 3.29 2.43 0.148
C -3.22 3.31 2.80 -0.579
O -2.85 3.24 4.11 0.080
C -1.45 3.26 4.15 -0.136
C -1.03 3.62 2.76 -0.140
O -2.17 3.35 1.99 0.077
H -1.16 4.01 4.88 0.137
H -1.07 2.27 4.46 0.131
H -0.26 2.90 2.34 0.131
H -0.58 4.60 2.73 0.116
O -1.35 -1.36 -3.45 0.190
C -2.05 -1.35 -2.53 -0.630
O -2.06 -0.31 -1.67 0.026
C -3.04 -0.51 -0.64 -0.081
C -3.83 -1.70 -1.17 -0.089
O -3.05 -2.19 -2.26 0.063
H -2.49 -0.72 0.27 0.087
H -3.60 0.42 -0.47 0.148
H -4.78 -1.35 -1.65 0.142
H -4.05 -2.58 -0.57 0.117
C 0.94 -0.39 -0.23 -0.062
C 0.19 0.71 0.47 -0.257
C -0.40 0.17 1.77 -0.137
C 0.63 0.00 2.86 -0.137
N 1.20 -0.10 3.85 0.181
H 0.25 -1.28 -0.39 0.086
H 1.75 -0.66 0.43 0.062
H 1.37 -0.07 -1.19 0.079
H -0.65 1.04 -0.13 0.099
H 0.67 1.65 0.52 0.063
H -0.82 -0.82 1.51 0.093
H -1.15 0.77 2.20 0.087
C -0.27 -4.69 -3.73 -0.097
C 0.90 -4.13 -2.91 -0.277
C 0.66 -4.04 -1.40 -0.190
C 0.23 -5.34 -0.82 -0.187
N -0.20 -6.32 -0.39 0.180
H -1.24 -4.20 -3.42 0.082
H -0.30 -5.78 -3.48 0.081
H -0.05 -4.51 -4.76 0.059
H 1.15 -3.10 -3.19 0.103
H 1.83 -4.77 -3.10 0.131
H -0.19 -3.34 -1.33 0.102
H 1.57 -3.61 -0.94 0.121

11
Properties=species:S:1:pos:R:3:lowdin_charge:R:1 method="wB97M-V/def2-TZVPD" mol_weight_da=113.076 max_force_ha_per_bohr=0.18471 lumo_energy_ev=-0.529
H 0.28 -3.00 -1.90 -0.020
N 0.32 -2.06 -1.93 0.166
C 0.31 -1.37 -0.75 -0.344
N -0.60 -1.76 0.41 0.064
N -0.83 -0.78 1.01 0.041
C -0.14 0.42 0.40 -0.194
C -0.33 1.72 0.94 -0.191
O -0.01 2.90 0.42 0.004
O 0.81 -0.11 -0.55 0.048
H -0.68 1.70 2.07 0.170
H 0.86 2.33 -0.12 0.256

58
Properties=species:S:1:pos:R:3:lowdin_charge:R:1 method="wB97M-V/def2-TZVPD" spin_multiplicity=4 mol_weight_da=462.546 max_force_ha_per_bohr=0.06713 lumo_energy_ev="0.497 / -0.004"
Tc -0.28 -0.20 -0.24 0.941
Si -1.57 0.86 -2.05 0.396
P -0.83 -2.21 -1.15 0.640
N 1.44 -0.21 -0.77 -0.187
H -0.94 1.31 -0.59 -0.094
C -0.18 -3.55 -0.12 -0.254
H -0.28 -4.50 -0.65 0.048
H -0.75 -3.58 0.82 0.047
H 0.86 -3.38 0.13 0.044
C -2.53 -2.80 -1.35 -0.248
H -2.53 -3.83 -1.75 0.053
H -3.10 -2.17 -2.04 0.036
H -3.03 -2.81 -0.38 0.044
C -0.10 -2.51 -2.79 -0.263
H -0.41 -3.49 -3.17 0.045
H 0.99 -2.47 -2.72 0.043
H -0.42 -1.73 -3.50 0.011
C -3.31 1.38 -1.56 -0.294
H -3.28 1.99 -0.65 0.010
H -3.93 0.48 -1.44 0.019
H -3.61 1.98 -2.43 0.017
H -0.81 2.02 -2.56 -0.059
H -1.70 -0.15 -3.15 -0.074
C 2.59 -0.08 -1.41 -0.410
C 5.01 -0.41 -1.66 -0.112
C 3.88 -0.43 -0.86 -0.052
C 2.56 0.44 -2.75 -0.051
C 3.69 0.42 -3.54 -0.108
C 4.92 0.01 -3.01 -0.113
H 5.98 -0.73 -1.24 0.101
H 3.89 -0.76 0.18 0.097
H 1.59 0.77 -3.13 0.087
H 3.64 0.74 -4.58 0.099
H 5.81 -0.01 -3.63 0.089
C -1.88 -0.82 2.62 -0.539
O -1.13 -0.96 1.56 -0.328
C -1.43 0.02 3.74 -0.078
H -2.37 0.61 3.96 0.077
H -0.59 0.65 3.38 0.060
H -1.14 -0.45 4.69 0.066
C -3.36 -1.07 2.51 -0.074
H -3.65 -2.12 2.68 0.067
H -3.61 -0.71 1.50 0.060
H -3.97 -0.49 3.21 0.062
C 1.59 5.81 2.35 -0.045
C 1.14 4.45 1.86 -0.267
C -0.10 4.30 1.26 -0.021
C -0.53 3.04 0.85 -0.116
N 0.25 1.96 0.98 -0.032
C 1.46 2.07 1.55 -0.111
C 1.92 3.31 2.02 -0.010
H 1.56 6.55 1.52 0.089
H 0.92 6.19 3.14 0.091
H 2.62 5.76 2.74 0.080
H -0.73 5.15 1.11 0.111
H -1.49 2.93 0.34 0.087
H 2.08 1.16 1.61 0.111
H 2.89 3.38 2.50 0.109

70
Properties=species:S:1:pos:R:3:lowdin_charge:R:1 method="wB97M-V/def2-TZVPD" smiles="CCN(C[C@H](C)F)S(=O)(=O)F.CCCC#N.CCCC#N.CCCC#N.CCCC#N" mol_weight_da=463.639 max_force_ha_per_bohr=0.06052 lumo_energy_ev=0.287
C -3.77 -0.71 3.29 -0.056
C -3.15 0.54 2.58 -0.230
N -3.02 1.64 3.55 -0.229
C -4.26 2.25 4.07 -0.146
C -5.43 2.39 3.07 -0.330
C -6.35 3.57 3.42 -0.038
F -6.20 1.18 3.13 -0.049
S -1.76 2.66 3.23 0.653
O -0.77 2.50 4.28 -0.268
O -1.27 2.56 1.87 -0.269
F -2.36 4.12 3.41 -0.158
H -4.08 -0.47 4.32 0.076
H -3.02 -1.52 3.33 0.071
H -4.64 -1.07 2.72 0.076
H -2.13 0.27 2.26 0.115
H -3.70 0.82 1.68 0.113
H -4.06 3.25 4.50 0.120
H -4.62 1.64 4.91 0.137
H -5.09 2.49 2.03 0.143
H -7.23 3.53 2.75 0.086
H -5.84 4.52 3.25 0.087
H -6.72 3.50 4.45 0.089
C 1.59 5.23 0.93 -0.102
C 1.91 3.90 1.59 -0.263
C 3.42 3.59 1.60 -0.184
C 3.97 3.52 0.25 -0.222
N 4.40 3.47 -0.82 0.150
H 1.89 5.24 -0.12 0.071
H 0.52 5.43 0.97 0.071
H 2.10 6.06 1.43 0.077
H 1.38 3.10 1.08 0.103
H 1.55 3.91 2.62 0.105
H 3.61 2.64 2.10 0.116
H 3.96 4.37 2.15 0.121
C 4.60 -0.23 -3.45 -0.103
C 4.50 0.25 -2.01 -0.272
C 4.60 -0.89 -0.99 -0.177
C 3.52 -1.86 -1.18 -0.195
N 2.64 -2.60 -1.33 0.175
H 3.78 -0.91 -3.70 0.056
H 4.55 0.62 -4.14 0.076
H 5.54 -0.76 -3.63 0.078
H 3.56 0.78 -1.86 0.101
H 5.30 0.97 -1.81 0.094
H 4.55 -0.51 0.03 0.117
H 5.55 -1.42 -1.10 0.122
C 1.36 -5.83 0.38 -0.112
C 0.33 -5.44 -0.67 -0.262
C -0.36 -4.10 -0.36 -0.204
C -1.08 -4.16 0.92 -0.232
N -1.64 -4.20 1.93 0.133
H 0.89 -5.98 1.35 0.069
H 1.85 -6.77 0.10 0.071
H 2.13 -5.06 0.48 0.064
H -0.43 -6.22 -0.76 0.112
H 0.81 -5.35 -1.64 0.100
H -1.07 -3.85 -1.14 0.100
H 0.39 -3.30 -0.30 0.082
C 0.53 -1.70 -6.43 -0.108
C 0.43 -1.16 -5.01 -0.259
C 0.46 -2.26 -3.95 -0.209
C -0.66 -3.20 -4.09 -0.240
N -1.54 -3.95 -4.16 0.146
H -0.31 -2.35 -6.67 0.072
H 0.54 -0.89 -7.15 0.072
H 1.45 -2.28 -6.57 0.077
H -0.50 -0.59 -4.90 0.112
H 1.25 -0.48 -4.82 0.099
H 0.41 -1.84 -2.95 0.101
H 1.39 -2.83 -4.01 0.109

27
Properties=species:S:1:pos:R:3:lowdin_charge:R:1 method="wB97M-V/def2-TZVPD" smiles=Cc1c[nH]c2ccccc12.CC mol_weight_da=161.248 max_force_ha_per_bohr=0.03387 lumo_energy_ev=0.930
C -1.37 -3.40 -0.86 -0.042
C -1.29 -2.14 -0.05 -0.232
C -2.24 -1.54 0.73 -0.043
N -1.70 -0.41 1.33 0.076
C -0.41 -0.25 0.93 -0.195
C 0.55 0.73 1.26 -0.023
C 1.80 0.59 0.69 -0.113
C 2.11 -0.48 -0.16 -0.096
C 1.17 -1.45 -0.47 -0.031
C -0.11 -1.34 0.06 -0.149
H -0.92 -4.13 -0.21 0.073
H -0.77 -3.33 -1.74 0.060
H -2.40 -3.70 -1.16 0.090
H -3.22 -1.87 0.90 0.106
H -2.17 0.04 2.06 0.129
H 0.35 1.49 1.94 0.091
H 2.57 1.28 0.92 0.092
H 3.09 -0.56 -0.58 0.088
H 1.42 -2.33 -1.09 0.121
C 0.87 3.39 -1.75 -0.179
C 0.55 4.58 -0.83 -0.187
H 0.78 2.42 -1.16 0.057
H 0.16 3.38 -2.59 0.067
H 1.87 3.51 -2.12 0.049
H 0.83 5.51 -1.36 0.062
H 1.11 4.44 0.13 0.064
H -0.54 4.61 -0.58 0.066

17
Properties=species:S:1:pos:R:3:lowdin_charge:R:1 method="wB97M-V/def2-TZVPD" smiles="C=C[C@@]1(O)[C@H](O)[C@@H]1N" mol_weight_da=115.132 max_force_ha_per_bohr=0.06714 lumo_energy_ev=0.787
C -0.10 2.53 0.34 0.009
C 0.40 1.43 0.94 -0.081
C 0.07 0.06 0.56 -0.416
O 0.38 -1.05 1.35 -0.017
C -1.16 -0.34 -0.17 -0.228
O -1.73 -1.55 0.32 -0.040
C 0.18 -0.42 -1.00 -0.120
N 0.92 -1.69 -1.04 0.042
H 0.31 3.45 0.63 0.033
H -0.75 2.50 -0.54 0.058
H 1.03 1.68 1.83 0.123
H 0.89 -1.66 0.82 0.075
H -1.90 0.52 -0.32 0.163
H -1.01 -1.82 1.00 0.096
H 0.39 0.39 -1.68 0.120
H 1.70 -1.53 -1.70 0.099
H 0.38 -2.49 -1.33 0.086

18
Properties=species:S:1:pos:R:3:lowdin_charge:R:1 method="wB97M-V/def2-TZVPD" smiles=CNCCN.O mol_weight_da=92.142 max_force_ha_per_bohr=0.02386 lumo_energy_ev=0.760
C -1.97 0.12 -0.25 -0.149
N -1.00 0.93 0.47 -0.148
C 0.38 0.51 0.21 -0.257
C 1.37 1.65 0.60 -0.278
N 2.72 1.21 0.95 -0.021
H -1.91 0.41 -1.31 0.078
H -2.98 0.36 0.07 0.071
H -1.74 -0.95 -0.22 0.065
H -1.11 0.78 1.47 0.097
H 0.60 -0.42 0.74 0.109
H 0.50 0.35 -0.87 0.109
H 1.41 2.32 -0.26 0.102
H 0.87 2.15 1.42 0.099
H 2.97 0.41 0.38 0.057
H 2.73 0.89 1.92 0.061
O -0.95 -3.23 -1.87 -0.050
H -0.15 -3.73 -1.79 0.023
H -1.72 -3.75 -1.65 0.032

25
Properties=species:S:1:pos:R:3:lowdin_charge:R:1 method="wB97M-V/def2-TZVPD" smiles=Clc1ccc(N2CCNCC2)nc1 mol_weight_da=197.669 max_force_ha_per_bohr=0.18661 lumo_energy_ev=0.607
Cl 0.12 5.34 -0.84 0.700
C 0.01 3.69 -0.53 -0.725
C 0.86 3.14 0.37 -0.134
C 0.89 1.79 0.55 0.002
C 0.00 1.03 -0.19 -0.383
N 0.08 -0.39 -0.11 -0.116
C -0.95 -1.02 -0.75 -0.221
C -0.91 -2.61 -0.45 -0.256
N 0.41 -3.08 -0.26 -0.062
C 1.07 -2.30 0.78 -0.233
C 0.29 -1.03 1.24 -0.150
N -0.76 1.53 -0.96 0.102
C -0.94 2.82 -1.15 -0.095
H 1.70 3.70 0.93 0.147
H 1.64 1.57 1.29 0.106
H -0.68 -1.13 -1.98 0.167
H -1.91 -0.40 -0.67 0.130
H -1.55 -3.11 -1.17 0.093
H -1.60 -2.89 0.51 0.138
H 0.83 -2.99 -1.14 0.082
H 2.01 -1.92 0.33 0.111
H 1.36 -2.88 1.84 0.150
H -0.77 -1.43 1.73 0.155
H 0.87 -0.57 2.10 0.121
H -2.07 3.14 -1.49 0.171

22
Properties=species:S:1:pos:R:3:lowdin_charge:R:1 method="wB97M-V/def2-TZVPD" smiles="CN[SiH2]I.C=C(C)C" mol_weight_da=243.164 max_force_ha_per_bohr=0.08859 lumo_energy_ev=0.715
C -1.18 -2.53 -0.85 -0.225
N -1.29 -1.48 0.09 -0.300
Si -2.77 -1.05 0.75 0.122
I -3.40 1.19 -0.15 0.280
H -1.76 -3.45 -0.69 0.066
H -1.53 -2.30 -1.86 0.071
H -0.10 -2.78 -0.83 0.090
H -0.48 -1.00 0.37 0.024
H -3.58 -2.02 0.11 -0.062
H -2.58 -0.77 2.21 -0.063
C 1.77 0.09 1.01 0.016
C 1.60 1.16 0.26 -0.404
C 2.18 1.31 -1.14 -0.070
C 0.71 2.33 0.62 -0.076
H 2.23 -0.64 0.52 0.009
H 1.34 -0.10 2.01 0.086
H 1.54 1.70 -1.92 0.078
H 2.74 0.51 -1.55 0.053
H 3.06 1.99 -1.11 0.094
H 1.45 3.08 0.57 0.056
H -0.17 2.61 -0.02 0.067
H 0.21 2.15 1.60 0.088